[1]
Formula: C2H3N3O
Source: OMol25
Level of theory: the ωB97M-V functional and the def2-TZVPD basis

The value obtained for the relative energy (zero: lowest compared OMol25 entry of this formula, charge and spin) is 5.1624 eV. The calculation puts the HOMO energy at -8.1 eV. As for the charge: 0. The calculation puts the total energy at -8635.3322 eV.

CARTESIAN COORDINATES (ANGSTROEM)
C: 1.1107 -0.3932 -0.1409
C: 1.0127 0.9639 -0.0049
N: -0.0734 -0.9687 0.0027
N: -2.2219 -0.1864 0.1533
N: -0.9632 -0.0073 0.0517
O: -0.3918 1.2303 -0.0414
H: 2.0267 -1.0399 -0.2370
H: 1.7609 1.7933 -0.0606
H: -2.2608 -1.3920 0.2772

Forces on atoms 1 to 2 (eV/Å):
C 2.83 1.16 0.79
C 0.22 -0.47 -1.22

---

[2]
Formula: C16H27N2O2
Source: OMol25
Level of theory: the ωB97M-V functional and the def2-TZVPD basis

The value obtained for the relative energy (zero: lowest compared OMol25 entry of this formula, charge and spin) is 19.2838 eV. The calculation puts the HOMO energy at -11.0 eV. As for the structure (SMILES): Cc1cccc(OCCOCCN2CC[NH2+]CC2)c1C. As for the charge: +1. The calculation puts the total energy at -24080.7546 eV.

CARTESIAN COORDINATES (ANGSTROEM)
C: 5.2866 0.4132 0.3594
C: 4.0276 0.1945 -0.3090
C: 3.8477 0.3158 -1.7081
C: 2.4938 -0.0018 -2.2666
C: 1.3745 -0.3710 -1.5723
C: 1.4726 -0.3063 0.0077
C: 2.6876 -0.1437 0.7032
C: 2.9281 -0.0062 1.9017
H: 3.3888 0.9106 2.2608
H: 3.6160 -0.9101 2.3184
H: 1.9327 0.0909 2.5498
O: 0.2933 -0.3104 0.6773
C: 0.1358 -1.9458 0.9967
C: -0.3858 -2.4927 -0.0457
O: -1.5119 -1.9870 -0.8516
C: -2.8186 -2.1548 0.0567
H: -2.5825 -2.2557 1.0711
H: -3.2438 -3.1364 -0.2582
C: -3.5401 -0.8488 -0.5659
N: -2.9507 0.3296 -0.1677
C: -2.4819 0.9238 -1.5749
H: -2.0310 0.2663 -1.9138
C: -1.4804 2.1681 -1.0078
N: -1.1256 1.8393 0.5028
H: -0.2834 2.5588 0.3608
C: -2.1151 1.9845 1.2537
H: -1.9072 1.3436 2.2217
H: -2.3640 3.1868 1.3712
C: -3.5057 1.2040 0.7763
H: -3.9408 0.6898 1.5254
H: -4.0964 2.0817 0.1491
H: -0.7475 0.7568 0.2661
H: -0.5624 2.1163 -1.6849
H: -1.9838 2.9027 -1.1272
H: -3.2810 1.2791 -2.0981
H: -3.8566 -0.8664 -1.5213
H: -4.5442 -0.9757 -0.0976
H: 0.3728 -2.6349 -0.5777
H: -0.6724 -3.5461 0.2826
H: 0.8929 -2.1236 1.6033
H: -0.5586 -1.7788 2.0598
H: 0.2294 -0.3029 -1.5932
H: 2.2152 0.0029 -3.2814
H: 4.4891 0.2519 -2.2980
H: 5.1490 1.3616 0.8348
H: 5.6810 -0.5004 0.8797
H: 6.0568 0.4270 -0.4692

Forces on atoms 1 to 2 (eV/Å):
C 2.22 -1.65 -1.84
C -5.17 -1.44 -1.49

---

[3]
Formula: C4H10O3
Source: OMol25
Level of theory: the ωB97M-V functional and the def2-TZVPD basis

The value obtained for the relative energy (zero: lowest compared OMol25 entry of this formula, charge and spin) is 1.2732 eV. The calculation puts the HOMO energy at -10.0 eV. As for the structure (SMILES): O=CCCCO.O. As for the charge: 0. The calculation puts the total energy at -10451.9704 eV.

CARTESIAN COORDINATES (ANGSTROEM)
O: 3.3402 -1.4202 -0.0433
C: 2.5923 -0.6712 -0.6111
C: 1.6230 0.2084 0.1216
C: 0.1856 -0.3111 0.0987
C: -0.6812 0.4384 1.1055
O: -2.0757 0.1831 0.9703
H: 2.5929 -0.5841 -1.7128
H: 1.9232 0.2781 1.1716
H: 1.6201 1.2528 -0.2125
H: -0.2130 -0.3383 -0.9098
H: 0.1614 -1.3558 0.4236
H: -0.5564 1.4994 0.8610
H: -0.3082 0.3084 2.1195
H: -2.2429 -0.6584 1.4128
H: -2.3579 0.6593 -0.9223
H: -3.0684 -0.1403 -1.9960
O: -2.5350 0.6514 -1.8768

Forces on atoms 1 to 2 (eV/Å):
O 0.07 -0.18 -0.11
C -0.02 0.40 0.11

---

[4]
Formula: C19H19LiN3O5
Source: OMol25
Level of theory: the ωB97M-V functional and the def2-TZVPD basis

The value obtained for the relative energy (zero: lowest compared OMol25 entry of this formula, charge and spin) is 0.0377 eV. The calculation puts the HOMO energy at -2.9 eV. As for the charge: -1. The calculation puts the total energy at -34923.7045 eV.

CARTESIAN COORDINATES (ANGSTROEM)
Li: 0.5037 -2.3046 -0.7968
C: -2.6498 2.4376 -0.7209
N: -2.5031 1.4314 -1.7596
N: -1.9584 0.2236 -1.3108
C: -1.1229 -0.3160 -2.2786
O: -0.6180 -1.4249 -2.2022
C: -1.0670 0.6923 -3.3176
C: -1.8582 1.7206 -2.9405
C: -2.0662 3.0401 -3.6003
C: -2.6867 -0.5541 -0.3683
C: -4.0590 -0.7163 -0.5141
C: -4.7442 -1.5026 0.3973
C: -4.0562 -2.1423 1.4214
C: -2.6855 -1.9744 1.5467
C: -1.9918 -1.1574 0.6635
H: -3.1800 1.9900 0.1170
H: -3.2487 3.2594 -1.1082
H: -1.6809 2.8036 -0.3693
H: -0.4880 0.6073 -4.2195
H: -1.4756 3.0907 -4.5119
H: -1.7594 3.8620 -2.9519
H: -3.1165 3.1902 -3.8572
H: -4.5724 -0.2361 -1.3370
H: -5.8146 -1.6321 0.2953
H: -4.5899 -2.7776 2.1160
H: -2.1362 -2.4806 2.3282
H: -0.9334 -0.9613 0.7979
C: 0.1565 -4.1476 0.1738
H: 0.8978 -4.2931 0.9741
H: 0.1748 -5.0645 -0.4324
H: -0.8262 -4.1416 0.6706
O: 0.8815 0.5562 1.0052
C: 1.7936 -0.1190 0.5050
O: 1.7175 -0.9847 -0.3999
C: 3.2033 0.1125 1.0671
C: 4.2593 -0.7129 0.7029
C: 5.5355 -0.5117 1.2146
C: 5.7779 0.5313 2.0936
C: 4.7088 1.3414 2.4390
C: 3.4285 1.1568 1.9572
N: 4.9622 2.4636 3.3785
O: 6.1045 2.6393 3.7595
O: 4.0316 3.1810 3.6759
H: 4.0460 -1.5164 0.0103
H: 6.3463 -1.1693 0.9281
H: 6.7557 0.7220 2.5077
H: 2.6041 1.7882 2.2504

Forces on atoms 1 to 2 (eV/Å):
Li -0.17 -0.29 -0.10
C 0.02 0.09 0.09

---

[5]
Formula: C5H9NO3S
Source: OMol25
Level of theory: the ωB97M-V functional and the def2-TZVPD basis

The value obtained for the relative energy (zero: lowest compared OMol25 entry of this formula, charge and spin) is 2.5769 eV. The calculation puts the HOMO energy at -10.4 eV. As for the charge: 0. The calculation puts the total energy at -23796.7094 eV.

CARTESIAN COORDINATES (ANGSTROEM)
C: 0.0057 -0.6483 -0.3701
C: 1.3729 1.4815 -0.3681
C: 2.2604 0.4467 -1.0021
C: 1.1770 0.0832 0.1074
C: 1.6781 -0.3073 1.4456
N: -4.1644 -0.9410 0.2740
O: -0.5293 -0.3483 -1.4205
O: -5.0298 1.4136 -0.3739
O: -0.3092 -1.8221 0.2460
S: -4.3714 0.1519 -0.7303
H: 1.7133 2.3146 0.3056
H: 0.7175 1.7853 -1.1919
H: 1.9590 0.3230 -2.0731
H: 3.3305 0.3991 -1.0624
H: 2.4739 0.2993 1.6891
H: 2.0456 -1.3822 1.2508
H: 0.9602 -0.2542 2.2511
H: -1.0721 -2.1679 -0.2798
H: -4.2179 -0.8268 1.3027

Forces on atoms 1 to 2 (eV/Å):
C -0.23 -0.94 -2.46
C 0.23 1.46 -0.78

---

[6]
Formula: C30H55N4O13
Source: OMol25
Level of theory: the ωB97M-V functional and the def2-TZVPD basis

The calculation puts the HOMO energy at -12.0 eV. As for the charge: +1. The calculation puts the total energy at -64571.5256 eV.

CARTESIAN COORDINATES (ANGSTROEM)
C: 3.9405 -0.0479 1.0851
C: 3.2145 0.2424 -0.2853
N: 3.8579 0.1575 -1.3763
C: 1.7211 0.6718 -0.1962
N: 0.8799 0.1542 -1.2944
C: 0.6499 0.8958 -2.3908
C: -0.1404 0.5575 -3.5571
C: -0.7809 -0.7702 -3.4419
C: -0.4560 -1.4264 -2.1671
C: -1.1432 -2.8250 -1.9531
C: -2.6812 -2.5093 -1.6417
C: -2.7778 -1.9387 -0.1785
C: -3.8976 -0.8535 0.0408
N: -4.0060 0.1541 -1.0469
C: -2.8225 1.0395 -1.1231
C: -5.1993 0.9522 -0.7123
C: -5.3005 1.8246 0.5984
O: -6.1766 0.9439 -1.4108
N: 0.3238 -1.0344 -1.1623
H: 5.0440 -0.0287 0.9367
H: 3.6078 -1.0049 1.5509
H: 3.6879 0.7812 1.8019
H: 4.8228 -0.1105 -1.1549
H: 1.2885 0.2655 0.7557
H: 1.6540 1.7896 -0.2173
H: 1.1348 1.9025 -2.4023
H: -0.2943 1.2151 -4.4364
H: -1.4463 -1.1730 -4.2284
H: -0.6555 -3.4019 -1.1322
H: -1.0414 -3.4474 -2.8834
H: -3.2678 -3.4548 -1.7882
H: -3.0759 -1.7914 -2.4092
H: -3.0442 -2.8099 0.4826
H: -1.8107 -1.5434 0.2254
H: -4.8922 -1.3603 0.1325
H: -3.6603 -0.3303 1.0103
H: -2.5994 1.1820 -2.2175
H: -1.9097 0.6207 -0.6339
H: -2.9817 2.0679 -0.7114
H: -6.3041 2.3182 0.6803
H: -4.5657 2.6746 0.5675
H: -5.1834 1.1993 1.5148
C: -7.5824 6.6223 1.2428
C: -7.2994 5.2572 1.8361
O: -6.1042 5.2813 2.6311
C: -6.2434 5.7854 3.8631
O: -7.2626 6.1978 4.3502
O: -5.0422 5.7677 4.4561
C: -5.0315 6.3513 5.7600
H: -6.7105 6.9920 0.6982
H: -8.4332 6.5761 0.5610
H: -7.8047 7.3521 2.0225
H: -7.1247 4.5402 1.0329
H: -8.1464 4.8890 2.4174
H: -5.7977 5.9100 6.3970
H: -5.1692 7.4306 5.6868
H: -4.0568 6.1530 6.2023
C: 9.7242 -3.8294 0.9337
C: 8.7900 -4.3156 2.0229
O: 7.5241 -3.6393 1.9566
C: 6.6776 -4.0943 1.0322
O: 6.8721 -5.0071 0.2737
O: 5.5667 -3.3391 1.0796
C: 4.6013 -3.6722 0.0843
H: 9.8176 -2.7417 0.9653
H: 10.7144 -4.2727 1.0488
H: 9.3448 -4.0879 -0.0561
H: 9.2151 -4.0825 2.9994
H: 8.6531 -5.3976 1.9811
H: 4.3621 -4.7353 0.1023
H: 4.9664 -3.3786 -0.9013
H: 3.6923 -3.1110 0.2989
C: 15.9716 -4.2194 -2.2517
C: 15.0301 -4.6997 -1.1656
O: 13.7699 -4.0181 -1.2388
C: 12.9245 -4.4728 -2.1689
O: 13.1222 -5.3899 -2.9225
O: 11.8198 -3.7150 -2.1302
C: 10.8565 -4.0456 -3.1297
H: 16.0696 -3.1322 -2.2203
H: 16.9591 -4.6678 -2.1308
H: 15.5949 -4.4779 -3.2424
H: 15.4521 -4.4668 -0.1874
H: 14.8880 -5.7812 -1.2066
H: 10.6128 -5.1078 -3.1085
H: 11.2258 -3.7567 -4.1144
H: 9.9518 -3.4784 -2.9162
C: -13.2270 3.4102 1.8743
C: -12.4824 4.2429 0.8501
O: -11.1029 3.8562 0.7777
C: -10.8511 2.7549 0.0609
O: -11.6627 2.0859 -0.5232
O: -9.5347 2.5152 0.1211
C: -9.1260 1.3160 -0.5444
H: -12.7196 3.4481 2.8407
H: -14.2488 3.7735 1.9961
H: -13.2675 2.3618 1.5755
H: -12.4954 5.2906 1.1524
H: -12.9526 4.1849 -0.1332
H: -9.4852 1.2905 -1.5730
H: -9.4813 0.4435 0.0067
H: -8.0376 1.3049 -0.5568

Forces on atoms 1 to 2 (eV/Å):
C -0.91 1.00 -0.15
C 1.37 -0.64 1.10